Density functional theory data (ωB97M-V with the def2-TZVPD basis set) for C13H31AlNO9 as an isolated structure.

```
55
C13H31AlNO9, DFT ωB97M-V with the def2-TZVPD basis set
N 1.858 0.737 3.271
C 1.701 1.937 2.365
C 0.555 1.711 1.224
C 1.092 2.451 -0.091
O 1.920 1.743 -1.029
Al 2.329 3.190 -2.195
O 0.964 4.372 -1.592
C 0.096 3.376 -0.967
O -0.363 2.653 -2.174
C -1.282 3.886 -0.316
C -2.333 2.651 -0.447
C -3.449 2.677 0.746
C -4.051 1.216 1.026
O -3.908 0.293 -0.100
C -2.971 -0.721 0.239
O -3.025 -1.891 -0.199
H 0.897 0.503 3.556
H 2.197 -0.005 2.626
H 2.735 2.071 1.869
H 1.523 2.891 2.971
H -0.395 2.210 1.652
H 0.446 0.579 1.131
H 1.824 3.248 0.327
H 2.243 2.906 -3.766
H 3.788 3.592 -1.637
H -0.555 3.383 -2.810
H -1.745 4.788 -0.835
H -1.167 4.081 0.805
H -1.776 1.652 -0.300
H -2.853 2.658 -1.473
H -2.909 3.110 1.669
H -4.284 3.358 0.372
H -3.626 0.727 1.975
H -5.188 1.345 1.174
H -2.104 -0.501 0.964
C 0.963 -3.134 -2.468
C -0.031 -2.053 -2.859
O -1.317 -2.645 -3.063
O 1.018 -4.132 -3.483
H 1.963 -2.718 -2.333
H 0.651 -3.626 -1.539
H 0.261 -1.588 -3.803
H -0.108 -1.281 -2.088
H -1.648 -2.922 -2.197
H 0.109 -4.229 -3.809
C 2.601 -3.820 1.644
C 2.014 -5.052 2.315
O 0.917 -5.537 1.538
O 1.598 -2.822 1.506
H 3.424 -3.407 2.230
H 2.963 -4.065 0.640
H 1.621 -4.800 3.302
H 2.761 -5.846 2.419
H 1.281 -5.904 0.721
H 0.777 -3.296 1.297
```

Properties
**Orbital gap**: 7.36 eV
**2S+1**: 1
**Total energy**: -1488.2627 Eh
**Lowest unoccupied orbital energy**: 2.35 eV
**HOMO**: -5.02 eV
**Total charge**: -1